The following is a DFT calculation (wB97M-V/def2-TZVPD) of a molecular structure, C20H19F3N5O4S3Tc.

Relative energy (zero: lowest compared OMol25 entry of this formula, charge and spin) (eV): 0.7317
LUMO energy (alpha / beta) (eV): -4.63 / -5.04

Geometry as ORCA input:
```
! wB97M-V def2-TZVPD RIJCOSX def2/J DEFGRID3
* xyz 1 2
Tc 0.54193 -0.42826 0.52104
F -0.06627 -5.63462 1.74359
C 1.21127 -5.53970 1.33569
F 1.22917 -5.74808 0.01425
F 1.89103 -6.53877 1.91409
C 1.79573 -4.20019 1.69855
C 2.88360 -4.09698 2.53696
C 3.40155 -2.84498 2.88021
C 2.79432 -1.72584 2.37260
N 1.73213 -1.82282 1.55221
C 1.22398 -3.02427 1.19101
S -0.09722 -2.80928 0.11115
H 3.33658 -4.99714 2.93008
H 4.25562 -2.75418 3.53355
H 3.12445 -0.72282 2.60667
O -2.08430 1.50454 -3.57696
C -0.77170 1.76873 -3.78636
C -0.46404 2.70104 -4.77127
C 0.84994 3.06987 -4.99230
C 1.88160 2.51316 -4.24275
C 1.57993 1.58829 -3.26162
C 0.26044 1.20856 -3.01930
C -0.03350 0.27226 -1.88794
O 1.03745 -0.38692 -1.39961
N -1.80234 0.79825 -0.00344
N -1.48214 -0.13951 0.86862
C -2.43700 -0.61684 1.65747
S -2.09606 -1.90825 2.73602
C -3.59681 -1.61707 3.71974
C -4.69494 -1.22140 2.75381
S -4.02301 0.04519 1.63712
H -2.16641 0.68076 -3.07191
H -1.27488 3.12256 -5.34964
H 1.07374 3.79530 -5.76338
H 2.90833 2.79477 -4.42935
H 2.36275 1.13750 -2.66656
H -3.39614 -0.83460 4.45055
H -3.83108 -2.54610 4.23681
H -5.54735 -0.78259 3.26958
H -5.03054 -2.06663 2.15435
C -0.82853 3.46179 -1.11462
C -0.12953 2.38934 -0.36055
N -0.50588 1.01778 -0.57940
O -1.12199 -0.58835 -2.14317
C 0.79974 2.57627 0.59309
C 1.35513 3.87682 1.05972
N 1.23904 1.35562 1.19866
O 1.97508 1.44424 2.16656
H -0.27550 3.70076 -2.02685
H -0.90141 4.36862 -0.51760
H -1.82624 3.13490 -1.40653
H -0.76013 -1.36078 -2.60147
H 0.56709 4.62235 1.15153
H 2.09525 4.25353 0.35215
H 1.83810 3.75415 2.02516
*
```



The following is a DFT calculation (wB97M-V/def2-TZVPD) of C20H19FN2O3 in the gas phase at a distorted geometry.

Relative energy (zero: lowest compared OMol25 entry of this formula, charge and spin) (eV): 2.9086
SMILES: COCCNC(=O)/C(C#N)=C/c1ccc(OCc2ccc(F)cc2)cc1
LUMO energy (eV): -0.51

Geometry as ORCA input:
```
! wB97M-V def2-TZVPD RIJCOSX def2/J DEFGRID3
* xyz 0 1
C 5.36810 5.63651 5.32406
O 4.31179 5.86517 4.42746
C 3.66655 4.68359 4.02223
C 2.57414 5.05994 3.01715
N 1.75157 3.92887 2.67062
C 1.84546 3.29883 1.47808
O 2.58290 3.66076 0.58388
C 0.93521 2.11286 1.31787
C 0.19088 1.73299 2.44366
N -0.37194 1.49159 3.41862
C 0.91588 1.51287 0.10317
C 0.15809 0.38916 -0.37148
C 0.32636 -0.00422 -1.70453
C -0.37260 -1.06363 -2.24299
C -1.27534 -1.77348 -1.45196
O -2.02248 -2.81961 -1.86689
C -1.91750 -3.25488 -3.20788
C -2.88577 -4.38675 -3.43416
C -4.11931 -4.38975 -2.79538
C -5.02207 -5.41409 -3.01295
C -4.67721 -6.42980 -3.88564
F -5.55374 -7.43014 -4.10811
C -3.45750 -6.44945 -4.53702
C -2.56200 -5.42217 -4.30138
C -1.44737 -1.39485 -0.11463
C -0.74828 -0.33859 0.41440
H 5.78652 6.61137 5.56453
H 6.14417 5.00584 4.87306
H 5.01319 5.15327 6.24323
H 4.38334 3.98930 3.55697
H 3.21699 4.17616 4.89330
H 3.03432 5.42848 2.09848
H 1.95650 5.85110 3.45059
H 1.15177 3.54823 3.38747
H 1.58096 1.97137 -0.62244
H 1.02125 0.53809 -2.32912
H -0.20943 -1.32905 -3.27571
H -2.16324 -2.42640 -3.89141
H -0.89321 -3.58852 -3.42259
H -4.36481 -3.58827 -2.11693
H -5.98122 -5.43186 -2.52046
H -3.22027 -7.25883 -5.20889
H -1.60379 -5.42780 -4.79948
H -2.14483 -1.95579 0.48697
H -0.90203 -0.06840 1.44623
*
```



The following is a DFT calculation (wB97M-V/def2-TZVPD) of C20H19FN2O6 in the gas phase at a distorted geometry.

SMILES: COC(=O)CN1C(=O)[C@@H](C)Oc2cc(F)c(N3C(=O)C4=C(CCCC4)C3=O)cc21
LUMO energy (eV): -0.64

Geometry as ORCA input:
```
! wB97M-V def2-TZVPD RIJCOSX def2/J DEFGRID3
* xyz 0 1
C -0.46286 1.05232 3.68088
O 0.68978 1.13591 2.83988
C 1.10056 2.39872 2.52593
O 0.57466 3.42628 2.92207
C 2.20833 2.44206 1.45014
N 1.66877 2.94016 0.17474
C 1.81933 4.30038 -0.15462
O 2.67911 4.93986 0.43515
C 1.07962 4.93007 -1.34674
C 1.98444 5.37762 -2.49469
O 0.05438 4.13424 -1.90903
C 0.00547 2.78322 -1.62361
C -0.88482 2.06055 -2.42120
C -1.07433 0.69297 -2.21578
F -1.95674 0.06189 -2.98932
C -0.36478 0.07435 -1.20610
N -0.64420 -1.25326 -0.88440
C -0.34922 -2.40199 -1.60736
O 0.14734 -2.41217 -2.72580
C -0.72917 -3.54202 -0.83996
C -1.13792 -3.11510 0.39380
C -1.58684 -4.02848 1.51433
C -1.27130 -5.51778 1.24490
C -1.52380 -5.91308 -0.21043
C -0.67787 -5.03503 -1.18102
C -1.11125 -1.67466 0.34206
O -1.31249 -0.97931 1.31486
C 0.52964 0.78311 -0.43156
C 0.75275 2.16563 -0.59879
H -1.32455 1.49983 3.16863
H -0.29767 1.56972 4.65127
H -0.73931 0.03589 3.84049
H 2.68134 1.46704 1.29070
H 2.99961 3.08290 1.88404
H 0.57919 5.85159 -0.97351
H 2.83524 6.02745 -2.14570
H 2.37312 4.47403 -3.02907
H 1.35302 5.94531 -3.17879
H -1.43631 2.54994 -3.17763
H -2.63941 -3.83100 1.69815
H -1.09284 -3.73188 2.48706
H -1.87138 -6.07741 1.93769
H -0.19666 -5.73265 1.47859
H -1.27246 -6.96481 -0.35456
H -2.55678 -5.73526 -0.51863
H -1.06028 -5.21740 -2.21216
H 0.36425 -5.31701 -1.13309
H 1.09531 0.27723 0.28822
*
```



The following is a DFT calculation (wB97M-V/def2-TZVPD) of a molecular structure, C20H19MnNO5PS.

Relative energy (zero: lowest compared OMol25 entry of this formula, charge and spin) (eV): 0.0000
LUMO energy (alpha / beta) (eV): 2.48 / 2.39

Geometry as ORCA input:
```
! wB97M-V def2-TZVPD RIJCOSX def2/J DEFGRID3
* xyz -1 2
Mn 1.24307 0.76324 -1.84815
O 2.85269 2.41373 -3.14774
S 1.40176 2.76635 -3.20566
O 1.10227 3.94163 -3.97384
O 0.95995 2.83833 -1.75241
O 0.68501 1.52166 -3.68562
O 3.95656 0.88403 -1.24830
N 2.77569 0.72688 -0.54220
C 2.96202 0.83672 0.70934
C 1.91021 0.73405 1.72949
C 2.33371 0.96401 3.04061
C 1.43543 0.96140 4.09336
C 0.09258 0.73471 3.83691
C -0.33295 0.49748 2.53866
C 0.55633 0.48383 1.46708
P -0.01776 0.06501 -0.24162
C -1.73688 0.71655 -0.17481
C -2.83773 0.00241 0.29452
C -4.09792 0.58478 0.31789
C -4.26642 1.88825 -0.12805
C -3.17623 2.60089 -0.60690
C -1.91575 2.01941 -0.64076
C -0.30536 -1.73452 -0.04134
C -1.06348 -2.38043 -1.01882
C -1.28535 -3.74509 -0.95471
C -0.73842 -4.49271 0.08150
C 0.02452 -3.86358 1.05084
C 0.23562 -2.48987 0.99213
H 3.66802 1.41770 -2.04278
H 3.96638 1.06480 1.05309
H 3.38332 1.15876 3.22630
H 1.78316 1.14343 5.10236
H -0.62854 0.74120 4.64496
H -1.38365 0.31795 2.35386
H -2.71343 -1.01668 0.64085
H -4.94769 0.01935 0.68123
H -5.24994 2.34263 -0.11398
H -3.30371 3.61158 -0.97419
H -1.06949 2.56319 -1.04956
H -1.47772 -1.80669 -1.83902
H -1.87534 -4.22793 -1.72374
H -0.90296 -5.56227 0.12805
H 0.46023 -4.43759 1.85957
H 0.83146 -2.01350 1.76061
C 1.61808 -1.11850 -2.52679
H 2.39626 -1.04211 -3.29848
H 0.74070 -1.53516 -3.03456
H 1.95168 -1.85930 -1.78919
*
```



The following is a DFT calculation (wB97M-V/def2-TZVPD) of C20H19N5 in the gas phase.

Relative energy (zero: lowest compared OMol25 entry of this formula, charge and spin) (eV): 0.0000
SMILES: c1ccc2c(CNc3ccc(CNc4ncn[nH]4)cc3)cccc2c1
LUMO energy (eV): 0.45

Geometry as ORCA input:
```
! wB97M-V def2-TZVPD RIJCOSX def2/J DEFGRID3
* xyz 0 1
C 6.56275 1.76629 -0.19951
C 5.36027 2.26719 -0.71741
C 4.15957 1.76171 -0.30244
C 4.09088 0.72544 0.65519
C 2.86776 0.16365 1.11521
C 1.54741 0.62593 0.54876
N 0.51339 -0.36268 0.74031
C -0.82133 -0.12119 0.51335
C -1.36639 1.16224 0.43905
C -2.72811 1.33663 0.28031
C -3.58955 0.25244 0.19363
C -5.06262 0.44349 -0.04751
N -5.39098 0.38088 -1.46840
C -5.54982 -0.83750 -2.04219
N -5.82024 -1.97362 -1.42753
C -5.97601 -2.85187 -2.44163
N -5.82127 -2.34559 -3.63476
N -5.53989 -1.04288 -3.38438
C -3.04937 -1.02856 0.25749
C -1.69385 -1.21242 0.41207
C 2.89254 -0.79121 2.10043
C 4.09941 -1.26076 2.63609
C 5.28836 -0.76848 2.18231
C 5.31334 0.23649 1.19333
C 6.53561 0.77392 0.73798
H 7.50239 2.17371 -0.54223
H 5.38806 3.06143 -1.44919
H 3.25016 2.17582 -0.70953
H 1.66048 0.86533 -0.52001
H 1.25255 1.54357 1.06995
H 0.80595 -1.30482 0.52224
H -0.73232 2.03247 0.50481
H -3.12633 2.34111 0.22720
H -5.63828 -0.34743 0.43445
H -5.39414 1.41793 0.32102
H -4.91151 1.06412 -2.03892
H -6.20605 -3.88409 -2.27625
H -5.39683 -0.39517 -4.14066
H -3.70666 -1.88122 0.17494
H -1.28784 -2.21342 0.46073
H 1.96329 -1.18728 2.48160
H 4.07505 -2.01685 3.40689
H 6.22594 -1.12968 2.57947
H 7.45425 0.38492 1.15377
*
```



The following is a DFT calculation (wB97M-V/def2-TZVPD) of C20H19N5O3S in the gas phase.

Relative energy (zero: lowest compared OMol25 entry of this formula, charge and spin) (eV): 1.6272
SMILES: COc1ccc(-c2cc(-c3n[nH]c(=S)n3-c3cc(OC)ccc3OC)[nH]n2)cc1
LUMO energy (eV): 0.60

Geometry as ORCA input:
```
! wB97M-V def2-TZVPD RIJCOSX def2/J DEFGRID3
* xyz 0 1
C 6.28611 -1.19338 -2.67320
O 5.24442 -1.83725 -3.36506
C 3.96872 -1.68101 -2.91725
C 2.97991 -2.34401 -3.64959
C 1.65866 -2.25223 -3.28213
C 1.27711 -1.49524 -2.17119
C -0.12488 -1.41277 -1.79808
C -0.70697 -0.68926 -0.73586
C -2.06278 -0.95647 -0.81958
C -3.19414 -0.53782 -0.04653
N -4.42156 -0.88844 -0.31069
N -5.17810 -0.28960 0.63374
C -4.43439 0.44897 1.49987
S -4.95568 1.31178 2.78678
N -3.13976 0.27000 1.06237
C -2.01590 0.92311 1.61672
C -1.19703 0.24687 2.50655
C -0.10115 0.89721 3.06165
O 0.77979 0.33495 3.93088
C 0.55276 -0.98970 4.35084
C 0.13666 2.22646 2.71288
C -0.68796 2.89766 1.83366
C -1.78323 2.25574 1.26297
O -2.64979 2.79743 0.36672
C -2.54920 4.17437 0.09206
N -2.21486 -1.78893 -1.88221
N -1.06886 -2.06844 -2.47281
C 2.26565 -0.83840 -1.44603
C 3.59741 -0.92642 -1.80974
H 6.35713 -1.54138 -1.63751
H 7.19965 -1.45705 -3.20379
H 6.16396 -0.10536 -2.68352
H 3.28351 -2.92528 -4.50588
H 0.89310 -2.76207 -3.84462
H -0.21504 -0.06234 -0.02300
H -6.17941 -0.38643 0.64184
H -1.43760 -0.77643 2.74640
H 1.35320 -1.21615 5.05301
H -0.41198 -1.08951 4.85756
H 0.59978 -1.69139 3.51143
H 0.98463 2.72518 3.15398
H -0.47171 3.92650 1.59638
H -2.65083 4.76952 1.00402
H -1.60362 4.41610 -0.40388
H -3.37598 4.39913 -0.57947
H -3.08646 -2.16817 -2.21754
H 2.00214 -0.24741 -0.58182
H 4.33454 -0.40264 -1.22133
*
```



The following is a DFT calculation (wB97M-V/def2-TZVPD) of C20H19NO2S2 in the gas phase at a distorted geometry.

Relative energy (zero: lowest compared OMol25 entry of this formula, charge and spin) (eV): 0.0000
SMILES: CCOC(=O)[C@](C#N)(c1ccccc1)C1(c2ccccc2)SCCS1
LUMO energy (eV): 0.47

Geometry as ORCA input:
```
! wB97M-V def2-TZVPD RIJCOSX def2/J DEFGRID3
* xyz 0 1
C -4.44334 -1.96561 0.81517
C -2.97822 -1.90754 1.10816
O -2.38231 -1.42132 -0.11822
C -1.05140 -1.19066 0.06798
O -0.45386 -1.75320 0.97613
C -0.39300 -0.22105 -0.91335
C -1.36675 0.25039 -1.84815
N -2.18758 0.50365 -2.66795
C 0.87566 -0.76755 -1.52855
C 1.74722 -1.59813 -0.79268
C 3.09184 -1.67695 -1.14576
C 3.53576 -1.14664 -2.36111
C 2.60671 -0.53516 -3.20083
C 1.27399 -0.38794 -2.81584
C -0.19772 1.15127 0.10365
C 0.80816 0.86577 1.18931
C 0.42894 0.41733 2.45005
C 1.39608 -0.18782 3.25883
C 2.73246 -0.21575 2.85951
C 3.11893 0.43667 1.68435
C 2.15240 1.06041 0.89340
S 0.37362 2.41514 -0.99321
C -1.03492 3.53769 -0.91568
C -2.27125 2.86748 -0.34631
S -1.84465 1.39211 0.62166
H -4.99676 -2.18369 1.72940
H -4.76687 -1.01347 0.40521
H -4.65570 -2.76206 0.10660
H -2.73635 -1.15384 1.86673
H -2.50783 -2.84962 1.39035
H 1.38589 -2.10846 0.11165
H 3.81003 -2.10789 -0.44901
H 4.57960 -1.21017 -2.63994
H 2.93544 -0.10269 -4.15047
H 0.54875 0.07883 -3.50639
H -0.59476 0.50899 2.81505
H 1.08470 -0.68592 4.18451
H 3.48493 -0.73108 3.46811
H 4.15782 0.43473 1.35302
H 2.46995 1.60676 0.00153
H -0.75873 4.42667 -0.30944
H -1.22497 3.85464 -1.94985
H -2.79502 3.56944 0.30773
H -2.95688 2.50621 -1.11536
*
```



The following is a DFT calculation (wB97M-V/def2-TZVPD) of C20H19NO5 in the gas phase.

Relative energy (zero: lowest compared OMol25 entry of this formula, charge and spin) (eV): 0.2794
SMILES: Cc1ccc(OCC(=O)OCCN2C(=O)c3ccccc3C2=O)cc1C
LUMO energy (eV): -0.37

Geometry as ORCA input:
```
! wB97M-V def2-TZVPD RIJCOSX def2/J DEFGRID3
* xyz 0 1
C -1.03974 -2.30730 5.05905
C -1.28012 -1.31437 3.96242
C -0.83882 -1.56738 2.67452
C -1.04466 -0.67310 1.63638
C -1.71665 0.51169 1.89106
O -2.01177 1.48075 0.96277
C -1.72946 1.24905 -0.39507
C -0.25600 1.49637 -0.72162
O 0.61031 0.66049 -0.68346
O -0.06179 2.77060 -1.04105
C 1.25032 3.17274 -1.43110
C 1.46200 2.94944 -2.93301
N 1.55932 1.54224 -3.23785
C 0.45994 0.73646 -3.50255
O -0.66908 1.13615 -3.64255
C 0.99124 -0.64362 -3.56401
C 0.35018 -1.84239 -3.79444
C 1.11819 -3.00234 -3.75949
C 2.47944 -2.95349 -3.50257
C 3.12552 -1.74307 -3.26988
C 2.36378 -0.59424 -3.30358
C 2.73742 0.81934 -3.07188
O 3.80492 1.30897 -2.80859
C -2.15979 0.78035 3.18407
C -1.94966 -0.11240 4.21904
C -2.43948 0.20872 5.59809
H -1.98328 -2.63925 5.49154
H -0.44790 -1.86260 5.85864
H -0.50896 -3.17664 4.67955
H -0.31241 -2.48819 2.46690
H -0.65716 -0.90387 0.65756
H -2.33002 1.97352 -0.95006
H -1.99644 0.22988 -0.69775
H 1.31723 4.23528 -1.19355
H 1.99470 2.60592 -0.86185
H 0.61507 3.35805 -3.48981
H 2.39381 3.42951 -3.24015
H -0.71037 -1.87317 -3.99038
H 0.64427 -3.95731 -3.93131
H 3.04775 -3.87133 -3.47773
H 4.18335 -1.69821 -3.06336
H -2.67738 1.71131 3.35809
H -3.14481 -0.54809 5.93985
H -1.60955 0.22918 6.30365
H -2.93348 1.17635 5.61546
*
```



| no. | E_tot (a.u.) |
| --- | --- |
| 1 | -2922.92038 |
| 2 | -1208.60199 |
| 3 | -1434.37402 |
| 4 | -3095.04254 |
| 5 | -1047.33290 |
| 6 | -1671.19816 |
| 7 | -1775.08283 |
| 8 | -1204.53986 |